No. 1
Entry from the OMol25 dataset: a structure of composition C24H53GaN7O8S2 in a non-equilibrium geometry (ωB97M-V/def2-TZVPD).

The geometry in XYZ format:
```
95
Properties=species:S:1:pos:R:3
C -3.9225 0.5636 2.2403
Ga -3.0637 2.2682 2.9654
C -2.7350 3.7324 1.5746
C -3.3713 3.4812 0.1918
C -4.8360 3.0092 0.2939
S -5.9662 4.2844 -0.3990
C -7.5670 3.5293 -0.0301
S -7.8622 2.0034 -0.6244
N -8.4575 4.3031 0.6934
C -9.7424 3.6718 0.9627
C -9.6481 2.6922 2.1462
O -9.3317 3.4399 3.3154
C -7.9990 3.9034 3.1357
C -7.8973 4.8623 1.9295
O -4.2541 2.9415 4.3430
N -4.2842 4.2680 4.3418
O -5.3913 4.7377 4.2817
H -5.0103 0.6001 2.3888
H -3.5788 -0.2803 2.8488
H -3.6944 0.3567 1.1916
H -1.6592 1.9045 3.6746
H -1.6490 3.7803 1.4312
H -3.0411 4.7238 1.9254
H -3.3804 4.4376 -0.3579
H -2.8016 2.7974 -0.4381
H -5.1558 2.8248 1.3172
H -4.9675 2.1132 -0.3110
H -10.2172 3.2395 0.0878
H -10.4028 4.4746 1.3152
H -10.5762 2.1400 2.2919
H -8.8372 1.9781 1.9853
H -7.2844 3.0778 3.0402
H -7.7338 4.4649 4.0313
H -6.8513 5.1488 1.8400
H -8.4492 5.7677 2.2019
C 0.5992 0.0682 1.3603
O -0.2295 0.9211 1.5855
N 0.3552 -1.2594 1.3039
C 1.4058 -2.2258 1.0333
C -1.0053 -1.7211 1.5229
H 1.6623 0.3177 1.1852
H 1.1699 -2.7860 0.1301
H 1.4955 -2.9207 1.8701
H 2.3572 -1.7178 0.8940
H -1.6725 -1.2800 0.7814
H -1.3491 -1.4116 2.5106
H -1.0412 -2.8058 1.4472
C 3.0930 -4.5957 -1.0086
O 3.2068 -4.2875 0.1627
N 2.4695 -5.7012 -1.4567
C 2.3647 -5.9955 -2.8755
C 1.8908 -6.6137 -0.4871
H 3.5000 -3.9733 -1.8224
H 1.3132 -6.0568 -3.1610
H 2.8513 -6.9527 -3.0857
H 2.8404 -5.2135 -3.4606
H 1.1415 -6.0943 0.1123
H 2.6671 -6.9840 0.1846
H 1.4265 -7.4504 -1.0027
C 2.4929 -2.9567 -5.6499
O 2.3478 -3.9581 -4.9729
N 3.5957 -2.1858 -5.6534
C 3.6963 -1.0027 -6.4805
C 4.7179 -2.5501 -4.7993
H 1.7051 -2.5905 -6.3280
H 4.5381 -1.1034 -7.1700
H 3.8528 -0.1240 -5.8504
H 2.7834 -0.8638 -7.0563
H 5.0718 -3.5470 -5.0702
H 4.3950 -2.5685 -3.7583
H 5.5251 -1.8331 -4.9101
C 7.0740 0.2820 -4.4319
O 6.9238 -0.7251 -3.7690
N 8.1808 1.0498 -4.4214
C 8.2981 2.2430 -5.2361
C 9.2866 0.6629 -3.5617
H 6.2925 0.6597 -5.1138
H 9.1438 2.1434 -5.9196
H 8.4563 3.1139 -4.5971
H 7.3910 2.3938 -5.8177
H 9.6388 -0.3320 -3.8367
H 8.9554 0.6333 -2.5232
H 10.0994 1.3773 -3.6637
C 1.5992 -1.8302 5.0926
O 1.4094 -2.8205 5.7703
N 2.7523 -1.1259 5.0770
C 2.9262 0.0477 4.2444
C 3.8452 -1.5663 5.9222
H 0.8295 -1.4180 4.4197
H 3.7550 -0.1169 3.5505
H 3.1457 0.9160 4.8692
H 2.0198 0.2443 3.6759
H 4.1346 -2.5840 5.6545
H 3.5306 -1.5644 6.9671
H 4.6971 -0.9018 5.7981
```

Calculated values
Kohn-Sham gap: 6.2 eV
electronic energy: -126603.1154 eV
total charge: -1
highest occupied orbital energy: -4.863 eV
spin multiplicity: 1
E_LUMO: 1.37 eV

Atom-resolved charges from Mulliken, all expressed in e:
1 C -1.1125
2 Ga 0.4087
3 C -0.9149
4 C -0.7649
5 C 0.0931
6 S -0.2281
7 C 0.3198
8 S -0.2968
9 N 0.0040
10 C -0.9587
11 C -0.3367
12 O -0.4969
13 C -0.2305
14 C -0.9463
15 O -0.3246
16 N 0.1596
17 O -0.3835
18 H 0.3795
19 H 0.3857
20 H 0.1521
21 H -0.3783
22 H 0.4412
23 H 0.4219
24 H 0.4281
25 H 0.2396
26 H -0.3611
27 H 0.4572
28 H 0.4423
29 H 0.3880
30 H 0.3792
31 H 0.2905
32 H 0.2228
33 H 0.3784
34 H 0.4661
35 H 0.3335
36 C -0.2323
37 O -0.5638
38 N 0.3172
39 C -1.1364
40 C -0.9242
41 H 0.3997
42 H 0.4485
43 H 0.3442
44 H 0.3111
45 H 0.2756
46 H 0.2926
47 H 0.3852
48 C 0.3665
49 O -0.6288
50 N 0.1641
51 C -0.6847
52 C -0.9378
53 H 0.1116
54 H 0.3163
55 H 0.3328
56 H 0.1011
57 H 0.2609
58 H 0.2947
59 H 0.3886
60 C 0.1218
61 O -0.5495
62 N 0.1445
63 C -0.8324
64 C -0.6221
65 H 0.2076
66 H 0.3190
67 H 0.2719
68 H 0.2865
69 H 0.3082
70 H 0.1176
71 H 0.1668
72 C 0.4787
73 O -0.6428
74 N 0.0950
75 C -0.9117
76 C -0.9463
77 H -0.0153
78 H 0.3381
79 H 0.3321
80 H 0.3125
81 H 0.2925
82 H 0.2966
83 H 0.3805
84 C 0.1150
85 O -0.6342
86 N 0.1152
87 C -0.7300
88 C -0.9772
89 H 0.3002
90 H 0.3267
91 H 0.3847
92 H 0.1081
93 H 0.3038
94 H 0.2820
95 H 0.3955

No. 2
Entry from the OMol25 dataset: a cluster of 3 separate species, C24H53N6O3 in total in a non-equilibrium geometry (ωB97M-V/def2-TZVPD).

The geometry in XYZ format:
```
86
Properties=species:S:1:pos:R:3
C 0.2309 -2.5122 -1.4108
C 0.6202 -2.3897 -2.9548
C 0.7596 -0.8957 -3.5091
C -0.4857 -0.5920 -4.5012
N -0.6706 0.8332 -4.8436
N -0.2247 1.3286 -6.0409
C -0.4914 2.7018 -6.2944
O -0.2196 3.4994 -7.3955
N -1.1779 3.1360 -5.1232
C -1.2906 1.9790 -4.2522
N -1.8965 2.0172 -3.0737
C -2.4699 3.3685 -2.6846
C -3.8662 3.5543 -3.4433
C -4.8480 4.5092 -2.5698
C -2.0540 0.9505 -2.0689
C -0.8531 1.0679 -1.0003
O 0.1708 2.0149 -1.4754
C 1.0157 2.2597 -0.3563
O 1.8497 3.2035 -0.4349
H 0.8963 -1.8242 -0.7808
H -0.8497 -2.1305 -1.3117
H 0.2333 -3.5692 -1.0005
H -0.2156 -2.9022 -3.5551
H 1.5588 -3.0248 -3.1345
H 1.7031 -0.8843 -4.1668
H 0.9185 -0.0955 -2.7226
H -0.1985 -1.1206 -5.4823
H -1.4447 -1.1302 -4.1706
H 0.2762 0.8405 -6.7888
H 0.7448 3.6143 -7.5376
H -1.7213 4.2081 -2.8662
H -2.6460 3.3614 -1.5488
H -3.6574 3.9899 -4.4702
H -4.3592 2.5236 -3.4771
H -4.5339 4.3594 -1.4826
H -4.6123 5.6085 -2.8062
H -5.9331 4.2508 -2.7627
H -2.2213 -0.0933 -2.4680
H -3.0034 1.2083 -1.4751
H -1.2733 1.5493 -0.0451
H -0.4157 0.0714 -0.6814
H 0.9405 1.6255 0.5960
C 4.3226 1.4999 1.3988
C 4.1374 0.9533 2.8100
N 3.7355 -0.4480 2.8465
C 3.2746 -0.8818 4.1636
C 4.2874 -0.8764 5.3072
C 4.6074 -1.3865 2.1483
C 6.0747 -1.4472 2.5707
H 3.4296 1.3435 0.7895
H 4.5121 2.5749 1.4398
H 5.1730 1.0367 0.8923
H 3.3578 1.5580 3.2858
H 5.0584 1.1281 3.3807
H 2.8414 -1.8848 4.0808
H 2.4348 -0.2393 4.4542
H 4.9968 -1.6995 5.2228
H 3.7640 -1.0065 6.2589
H 4.8421 0.0618 5.3688
H 4.5735 -1.1517 1.0788
H 4.1804 -2.3933 2.2131
H 6.5199 -0.4567 2.6861
H 6.6533 -1.9736 1.8058
H 6.2065 -1.9984 3.5015
C -2.6608 -3.9430 1.2298
C -1.8081 -2.9747 2.0425
N -2.2873 -1.6004 2.0087
C -1.3171 -0.6424 2.5311
C -0.9426 -0.7424 4.0084
C -3.6684 -1.3841 2.4285
C -4.0679 -1.8410 3.8307
H -2.7727 -3.5982 0.1981
H -2.1839 -4.9259 1.2049
H -3.6549 -4.0746 1.6632
H -0.7988 -3.0062 1.6174
H -1.7259 -3.3536 3.0690
H -1.6702 0.3755 2.3265
H -0.3962 -0.7417 1.9415
H -1.7390 -0.3712 4.6530
H -0.0624 -0.1233 4.2046
H -0.6938 -1.7623 4.3072
H -4.3251 -1.8862 1.7101
H -3.9175 -0.3227 2.3198
H -3.7026 -2.8428 4.0660
H -5.1586 -1.8690 3.9085
H -3.7141 -1.1527 4.5981
```

Calculated values
Kohn-Sham gap: 7.1 eV
electronic energy: -40820.0107 eV
total charge: +1
highest occupied orbital energy: -9.793 eV
spin multiplicity: 1
E_LUMO: -2.67 eV

Atom-resolved charges from Mulliken, all expressed in e:
1 C -0.5381
2 C -0.8177
3 C 0.1096
4 C -1.1388
5 N 0.6328
6 N -0.3103
7 C 0.2790
8 O -0.4323
9 N -0.4727
10 C 0.4070
11 N 0.3683
12 C -1.1041
13 C -0.2316
14 C -1.0132
15 C -1.2255
16 C 0.1801
17 O -0.4405
18 C 0.1967
19 O -0.5272
20 H 0.1162
21 H -0.0021
22 H 0.4758
23 H 0.3647
24 H 0.3531
25 H 0.3338
26 H 0.1707
27 H 0.3478
28 H 0.4224
29 H 0.2672
30 H 0.3938
31 H 0.4602
32 H 0.3303
33 H 0.3159
34 H 0.2743
35 H 0.2764
36 H 0.2839
37 H 0.3263
38 H 0.2655
39 H 0.4769
40 H 0.4368
41 H -0.0914
42 H 0.4860
43 C -1.2526
44 C -0.4863
45 N 0.3398
46 C -0.3786
47 C -1.1848
48 C -0.7403
49 C -1.0483
50 H 0.1395
51 H 0.4510
52 H 0.3082
53 H 0.4537
54 H 0.2490
55 H 0.4139
56 H 0.0972
57 H 0.2488
58 H 0.4407
59 H 0.2683
60 H 0.3601
61 H 0.4030
62 H 0.2585
63 H 0.3829
64 H 0.2646
65 C -1.5324
66 C -0.3857
67 N 0.4303
68 C -0.2709
69 C -1.2979
70 C -0.7347
71 C -1.0425
72 H 0.2573
73 H 0.4439
74 H 0.3743
75 H 0.4315
76 H 0.3050
77 H 0.2713
78 H 0.1132
79 H 0.2930
80 H 0.3702
81 H 0.2873
82 H 0.4472
83 H 0.3287
84 H 0.2536
85 H 0.3855
86 H 0.2773

M across the listed records, respectively: 701.6; 473.7 g/mol.